Density functional theory data (the ωB97M-V functional and the def2-TZVPD basis) for 2 unconnected molecules or ions with the total composition C3H10NO4 at a distorted geometry.

Properties
HOMO level: -14.8 eV
maximum force: 0.03972 hartree/bohr
total charge: +1
HOMO-LUMO gap: 11.3 eV

```
18
Properties=species:S:1:pos:R:3:mulliken_charge:R:1
O -1.3304 0.3591 2.4971 -0.47
C -0.9667 -0.1621 1.4776 0.18
O -1.4849 -1.2225 0.8731 -0.39
C -0.0790 0.6555 0.5328 0.20
C -0.6348 1.2564 -0.7300 -0.54
O 0.2686 2.2890 -1.0917 -0.53
N 1.2543 0.0361 0.2094 -0.15
H -1.8996 -1.8833 1.4521 0.37
H 0.2039 1.4568 1.1921 0.33
H -1.6761 1.5692 -0.6757 0.40
H -0.6376 0.5194 -1.5379 0.28
H -0.0274 3.1513 -0.7806 0.35
H 1.6002 0.7004 -0.5046 0.41
H 1.8320 -0.1422 1.0262 0.39
H 1.0863 -0.8572 -0.2936 0.22
H 1.4559 -2.8388 -0.7642 0.33
H 0.4536 -2.3974 -1.9159 0.34
O 0.5817 -2.4898 -0.9661 -0.70
```